# 1
DFT (ωB97M-V/def2-TZVPD) results for a cluster of 3 separate species, C3H11NO4 in total in a non-equilibrium geometry.

Last column: natural (NBO) charge in e.
Geometry (Å):
1 N -1.64292 1.05329 -3.02715  -0.828
2 O 4.79724 1.78499 4.61912  -0.949
3 H -3.11748 -1.45236 -1.17541  0.235
4 H 4.08466 1.35213 4.13796  0.474
5 H -2.43500 1.65430 -2.88088  0.348
6 O 0.02055 -0.81984 -0.67722  -0.592
7 H 2.44956 2.35910 3.63428  0.454
8 H 4.54822 1.87748 5.55375  0.475
9 O -1.23748 -2.67894 -0.48207  -0.714
10 H -0.90703 1.33827 -2.40698  0.363
11 H -1.07241 -0.85512 -3.14928  0.203
12 O 1.90897 2.03309 2.91346  -0.920
13 H -2.39010 -0.00024 -0.62890  0.237
14 C -1.01680 -1.38437 -0.85584  0.809
15 C -2.00744 -0.36183 -2.85793  -0.220
16 H -2.84731 -0.55201 -3.51718  0.205
17 C -2.30194 -0.77128 -1.41432  -0.543
18 H -0.46252 -3.20658 -0.25451  0.497
19 H 2.22042 2.68280 2.29246  0.465

As for the spin multiplicity: 1. The value obtained for the strongest force on any atom is 2.36 eV Å⁻¹. As for the energy relative to the best compared isomer or geometry (same formula, charge and spin): 182.2 kJ/mol. The calculation puts the molar mass at 125.1 g mol⁻¹. As for the SMILES: NCCC(=O)O.O.O. Its total charge is 0.



# 2
DFT (ωB97M-V/def2-TZVPD) results for the molecule C6H11NO in a non-equilibrium geometry.

Last column: natural (NBO) charge in e.
Geometry (Å):
1 C 0.06090 1.17154 1.62361  -0.403
2 H -0.87589 1.58809 2.00842  0.200
3 H 0.83581 1.94503 1.68396  0.184
4 H 1.49074 -1.54749 -1.73376  0.212
5 C 0.46222 -0.45052 -0.23300  0.126
6 N -0.10950 0.74383 0.22767  -0.473
7 H -0.98301 -2.71823 -0.71230  0.199
8 H 0.35761 0.36291 2.29677  0.210
9 O -1.24867 1.42384 -1.69880  -0.716
10 H -1.49677 0.53239 -1.39894  0.478
11 H 0.48498 2.33126 -1.05367  0.150
12 H 0.80791 -1.65295 1.54943  0.202
13 H -0.54547 -3.55383 0.88675  0.200
14 C -0.42160 1.87124 -0.64773  0.114
15 C 0.30199 -1.64260 0.58902  -0.218
16 C 1.08578 -0.59219 -1.41365  -0.476
17 H 1.22348 0.23963 -2.09468  0.204
18 H -0.98369 2.64320 -0.11054  0.168
19 C -0.44682 -2.69515 0.23144  -0.361

As for the spin multiplicity: 1. The value obtained for the strongest force on any atom is 1.50 eV Å⁻¹. As for the energy relative to the best compared isomer or geometry (same formula, charge and spin): 243.0 kJ/mol. The calculation puts the molar mass at 113.2 g mol⁻¹. As for the SMILES: C=CC(=C)N(C)CO. Its total charge is 0.



# 3
DFT (ωB97M-V/def2-TZVPD) results for a structure of composition C3H7N5.

Last column: natural (NBO) charge in e.
Geometry (Å):
1 N -1.09054 1.84458 0.72498  -0.786
2 N 1.85971 -1.58239 -0.29048  -0.509
3 C 1.11314 0.84267 -0.20921  0.061
4 N 0.51558 1.26862 -1.41917  -0.730
5 H -2.07979 1.68682 0.58066  0.385
6 H 1.99671 1.30645 0.22470  0.200
7 C -0.27961 -0.57111 0.40371  0.144
8 N -1.25001 -1.56121 0.44333  -0.845
9 H -0.82363 2.77665 0.43865  0.394
10 H -1.45679 -1.94224 1.35767  0.386
11 C -0.29596 0.86872 0.18760  0.275
12 N 1.01991 -0.67972 0.04206  -0.007
13 H 0.49995 0.52942 -2.11959  0.350
14 H 1.41946 -2.49199 -0.11356  0.309
15 H -1.14813 -2.29529 -0.25135  0.373

As for the spin multiplicity: 1. The value obtained for the strongest force on any atom is 0.88 eV Å⁻¹. As for the energy relative to the best compared isomer or geometry (same formula, charge and spin): 455.7 kJ/mol. The calculation puts the molar mass at 113.1 g mol⁻¹. Its total charge is 0.



# 4
DFT (ωB97M-V/def2-TZVPD) results for a structure of composition C9H18AlO5 in a non-equilibrium geometry.

Last column: natural (NBO) charge in e.
Geometry (Å):
1 C 4.32857 0.91012 -0.65100  -0.055
2 C 0.41025 -2.47412 0.57391  -0.068
3 C 2.05734 0.26426 -1.15120  -0.064
4 O -4.99777 1.29550 0.96777  -0.724
5 C 1.94084 -0.34804 0.22189  -0.448
6 C -3.73221 -1.17080 -0.01719  -0.977
7 H -5.05236 -0.16623 -1.36768  0.201
8 H 3.89666 1.90160 1.19559  0.202
9 H 0.35509 -0.64037 1.54353  0.147
10 O 3.37618 0.58713 -1.61696  -0.540
11 C 0.56032 -0.93148 0.49994  0.058
12 H 4.58106 0.09082 0.01302  0.155
13 H 2.66939 -1.13353 0.40031  0.196
14 H 0.97801 -3.06307 -0.15389  0.135
15 C 4.03982 2.18854 0.16156  -0.652
16 H -5.70030 1.94671 0.84724  0.481
17 H 1.65280 -0.45382 -1.85126  0.191
18 H 1.41886 1.13826 -1.23169  0.180
19 H -1.84811 -0.42277 2.12174  -0.474
20 C -4.08087 0.03562 -0.90785  -0.506
21 H 2.12591 0.39670 0.98249  0.192
22 H 0.85282 -2.72602 1.55369  0.130
23 O -0.51611 -0.39991 -0.21675  -0.946
24 H 3.13942 2.69194 -0.15724  0.223
25 O -3.80588 2.32078 -0.57290  -0.574
26 H -3.95940 -2.11588 -0.50038  0.208
27 H 5.24513 1.10187 -1.19762  0.168
28 H -4.39522 -1.12601 0.84391  0.214
29 H 4.89688 2.84159 0.16603  0.198
30 H -3.37953 0.15117 -1.71728  0.227
31 Al -1.85681 -1.20838 0.72039  1.662
32 O -0.94690 -2.79653 0.67946  -0.943
33 C -4.25386 1.31435 -0.18158  0.802

As for the spin multiplicity: 1. The value obtained for the strongest force on any atom is 3.40 eV Å⁻¹. As for the energy relative to the best compared isomer or geometry (same formula, charge and spin): 0.0 kJ/mol. The calculation puts the molar mass at 233.2 g mol⁻¹. Its total charge is -1.



# 5
DFT (ωB97M-V/def2-TZVPD) results for a cluster of 2 separate species, C6H9Cl4OP in total in a non-equilibrium geometry.

Last column: natural (NBO) charge in e.
Geometry (Å):
1 O -2.02770 -0.74880 -1.33621  -1.040
2 H 2.20758 0.66857 -2.88891  0.222
3 Cl -4.12019 -2.17560 0.08073  -0.268
4 Cl -4.29565 0.97967 -0.55324  -0.235
5 H 2.46538 1.48248 -1.30087  0.210
6 C 1.76448 0.88063 -1.86182  -0.641
7 C 1.38902 -0.78865 0.19846  -0.013
8 H 0.81000 1.38517 -2.06855  0.231
9 H 0.64558 -0.97346 -1.80084  0.224
10 H 3.32384 -0.01766 0.33710  0.223
11 C -2.30408 -0.06888 1.34068  -0.613
12 H -2.57283 -0.70109 2.14404  0.254
13 Cl -1.07923 1.68565 0.04010  0.031
14 C 2.52202 -0.29414 1.10039  -0.656
15 H -1.04224 1.23083 2.30604  0.216
16 C -1.41866 0.83980 1.46564  -0.131
17 H 2.26228 0.64071 1.56469  0.216
18 Cl 0.30693 -2.05693 0.87507  -0.050
19 C 1.32266 -0.42453 -1.12207  -0.197
20 H 2.81584 -1.04868 1.75696  0.230
21 P -2.97501 -0.49507 -0.27740  1.785

As for the spin multiplicity: 1. The value obtained for the strongest force on any atom is 3.61 eV Å⁻¹. As for the energy relative to the best compared isomer or geometry (same formula, charge and spin): 0.0 kJ/mol. The calculation puts the molar mass at 269.9 g mol⁻¹. As for the SMILES: O=P(Cl)(Cl)/C=C\Cl.C/C=C(\C)Cl. Its total charge is 0.



# 6
DFT (ωB97M-V/def2-TZVPD) results for a cluster of 2 separate species, CH6Cl2O2PS in total in a non-equilibrium geometry.

Last column: natural (NBO) charge in e.
Geometry (Å):
1 H 0.97707 0.22038 3.93038  0.203
2 Cl 0.95823 -0.11053 -4.08578  -0.007
3 O 0.02050 -1.58902 1.56969  -0.982
4 H 0.68228 0.62862 0.20553  0.522
5 S -0.00191 0.95254 3.37828  -0.024
6 H -1.16024 0.70043 -3.47776  0.230
7 O -0.28213 0.59932 0.33128  -0.979
8 H 0.91381 -1.61770 1.93819  0.529
9 P -0.84120 -0.25760 1.54423  1.518
10 H 0.76057 1.91709 2.84090  0.211
11 Cl -1.34413 -1.59838 -3.02425  -0.018
12 C -0.48908 -0.05039 -3.07858  -0.397
13 H -0.19379 0.20524 -2.07210  0.192

As for the spin multiplicity: 1. The calculated total energy is -50391.165 eV. The value obtained for the strongest force on any atom is 1.86 eV Å⁻¹. The calculation puts the molar mass at 184.0 g mol⁻¹. Its total charge is +1.